Record 1
DFT (wB97M-V/def2-TZVPD) results for a 2-piece molecular cluster, C14H33BO4 overall.

Orbital gap = 0.37380 Eh
LUMO level = 0.67 eV
2S+1 = 1
SMILES string = COCCCCCCCBCCO.COCCOC
Net charge = 0
Total energy = -878.9417 Eh
F_max = 0.374 eV/A

Atoms and positions in Å:
C1 1.12 5.59 0.62
O1 1.44 4.53 1.50
C2 0.32 3.71 1.77
C3 0.75 2.59 2.70
C4 -0.03 1.29 2.50
C5 0.13 0.67 1.11
C6 -0.12 -0.84 1.10
C7 1.01 -1.70 1.68
C8 2.44 -1.45 1.17
B1 2.81 -1.74 -0.32
C9 1.81 -1.64 -1.51
C10 2.42 -1.46 -2.90
O2 1.42 -1.45 -3.91
H1 2.04 6.13 0.41
H2 0.39 6.28 1.07
H3 0.70 5.21 -0.32
H4 -0.08 3.31 0.82
H5 -0.47 4.32 2.22
H6 0.65 2.92 3.74
H7 1.81 2.40 2.52
H8 0.31 0.57 3.25
H9 -1.10 1.45 2.70
H10 1.14 0.89 0.73
H11 -0.56 1.14 0.40
H12 -0.38 -1.17 0.09
H13 -1.02 -1.04 1.70
H14 0.76 -2.75 1.49
H15 1.01 -1.59 2.77
H16 3.13 -2.01 1.81
H17 2.73 -0.40 1.35
H18 3.94 -2.06 -0.57
H19 1.24 -2.59 -1.53
H20 1.06 -0.86 -1.34
H21 3.10 -2.28 -3.12
H22 3.00 -0.53 -2.94
H23 0.65 -1.03 -3.50
C11 -2.46 -2.78 0.31
O3 -3.49 -1.97 -0.22
C12 -3.16 -0.60 -0.33
C13 -2.74 -0.23 -1.74
O4 -1.56 -0.89 -2.13
C14 -1.75 -2.01 -2.97
H24 -2.75 -3.81 0.17
H25 -1.51 -2.60 -0.19
H26 -2.33 -2.59 1.38
H27 -2.35 -0.35 0.37
H28 -4.04 -0.02 -0.06
H29 -2.55 0.85 -1.78
H30 -3.55 -0.45 -2.44
H31 -1.98 -1.70 -4.00
H32 -2.55 -2.67 -2.62
H33 -0.82 -2.57 -2.98



Record 2
DFT (wB97M-V/def2-TZVPD) results for C14H33Cl2N2O2P2Pd as an isolated structure at a distorted geometry.

Orbital gap (spin up / spin down) = 0.35806 / 0.19210 Eh
LUMO level (spin up / spin down) = -8.22 / -13.47 eV
2S+1 = 5
Net charge = +3
Total energy = -2543.0952 Eh
F_max = 3.192 eV/A

Atoms and positions in Å:
C1 -5.77 -2.09 -1.80
C2 -4.48 -1.82 -1.10
H1 -6.53 -1.41 -1.40
H2 -6.07 -3.13 -1.62
H3 -5.64 -1.93 -2.87
O1 -4.28 -1.08 -0.17
Cl1 -3.15 -2.78 -1.82
Pd1 -0.78 -0.54 -0.48
P1 -0.38 -1.53 1.49
C3 -0.18 -0.75 3.11
C4 -1.88 -2.53 1.56
H4 -1.80 -3.22 2.39
H5 0.82 -3.50 2.11
H6 -1.98 -3.06 0.61
H7 0.89 -3.18 0.32
H8 -1.01 -0.05 3.27
H9 -2.73 -1.86 1.67
C5 0.96 -2.75 1.32
H10 -0.19 -1.54 3.87
H11 1.93 -2.23 1.43
H12 0.78 -0.21 3.14
P2 -0.09 1.16 -1.75
C6 -0.04 2.90 -1.36
C7 1.39 0.70 -2.69
H13 -1.65 -0.02 -3.15
H14 -1.18 1.58 -3.84
H15 -2.35 1.47 -2.48
C8 -1.46 1.03 -2.94
H16 1.31 -0.38 -2.93
H17 1.41 1.31 -3.60
H18 0.30 3.43 -2.25
H19 0.63 3.09 -0.52
H20 2.28 0.83 -2.06
H21 -1.06 3.22 -1.11
Cl2 0.06 -2.23 -1.93
C9 4.00 -0.54 2.67
N1 3.55 0.84 2.48
C10 4.33 1.83 3.22
C11 4.03 3.27 2.85
C12 2.77 3.34 2.02
N2 2.94 2.45 0.87
C13 3.54 2.97 -0.34
C14 3.20 1.11 1.14
O2 3.03 0.21 0.30
H22 4.93 -0.57 3.24
H23 4.14 -1.00 1.68
H24 3.26 -1.16 3.18
H25 4.17 1.69 4.30
H26 5.40 1.63 3.05
H27 4.89 3.67 2.29
H28 3.93 3.88 3.75
H29 2.56 4.35 1.66
H30 1.91 3.00 2.62
H31 3.29 4.03 -0.49
H32 4.65 2.93 -0.31
H33 3.18 2.40 -1.19



Record 3
DFT (wB97M-V/def2-TZVPD) results for C14H33Cl2N2O2P2Tl as an isolated structure at a distorted geometry.

Orbital gap = 0.27301 Eh
LUMO level = -6.94 eV
2S+1 = 1
Net charge = +2
Total energy = -2588.2410 Eh
F_max = 5.125 eV/A

Atoms and positions in Å:
C1 2.45 3.76 -4.86
C2 1.61 2.80 -4.07
H1 2.31 4.77 -4.48
H2 2.18 3.70 -5.92
H3 3.50 3.46 -4.78
O1 0.87 3.04 -3.17
Cl1 1.81 1.08 -4.67
Tl1 0.00 0.00 0.00
P1 -1.94 -0.07 -1.26
C3 -3.47 0.61 -0.51
C4 -1.82 0.84 -2.85
H4 -2.72 0.71 -3.45
H5 -3.30 -1.73 -2.44
H6 -0.95 0.45 -3.39
H7 -1.58 -2.21 -2.29
H8 -3.31 1.66 -0.25
H9 -1.65 1.90 -2.65
C5 -2.43 -1.75 -1.78
H10 -4.32 0.53 -1.20
H11 -2.66 -2.35 -0.89
H12 -3.69 0.06 0.41
P2 2.07 -0.06 1.03
C6 2.20 0.62 2.73
C7 2.77 -1.74 1.19
H13 3.41 0.46 -0.90
H14 4.35 0.73 0.59
H15 3.12 1.91 0.08
C8 3.38 0.85 0.12
H16 2.78 -2.20 0.20
H17 3.79 -1.71 1.60
H18 3.22 0.54 3.11
H19 1.52 0.07 3.39
H20 2.13 -2.34 1.85
H21 1.90 1.67 2.73
Cl2 1.07 -1.03 -1.87
C9 -0.54 -3.81 2.81
N1 -1.55 -2.73 2.86
C10 -2.89 -3.06 3.32
C11 -3.23 -2.32 4.58
C12 -3.03 -0.86 4.35
N2 -1.69 -0.60 3.88
C13 -0.87 0.30 4.71
C14 -1.20 -1.39 2.85
O2 -0.76 -0.86 1.81
H22 0.44 -3.48 2.44
H23 -0.87 -4.68 2.21
H24 -0.33 -4.23 3.84
H25 -3.60 -2.74 2.52
H26 -3.06 -4.14 3.51
H27 -2.53 -2.64 5.36
H28 -4.29 -2.50 4.84
H29 -3.28 -0.32 5.29
H30 -3.72 -0.51 3.56
H31 -1.22 1.34 4.76
H32 -0.68 -0.10 5.74
H33 0.08 0.41 4.41



Record 4
DFT (wB97M-V/def2-TZVPD) results for C14H33KN3O2SiTa as an isolated structure at a distorted geometry.

Orbital gap = 0.26689 Eh
LUMO level = -7.81 eV
2S+1 = 1
Net charge = +2
Total energy = -1814.0684 Eh
F_max = 4.857 eV/A

Atoms and positions in Å:
N1 -1.85 -0.72 0.07
C1 -2.58 -1.71 0.00
O1 -3.62 -2.25 0.36
K1 -3.58 -0.53 2.08
Ta1 -0.08 0.11 0.23
N2 -0.15 1.82 -0.70
N3 0.84 -1.13 -0.93
C2 -0.60 2.27 -2.03
C3 0.57 -2.34 -1.75
C4 -0.76 3.79 -2.07
C5 0.49 1.83 -3.00
C6 -1.95 1.63 -2.34
C7 0.22 -3.46 -0.78
C8 1.79 -2.71 -2.60
C9 -0.61 -2.04 -2.66
H1 -1.43 4.14 -1.28
H2 -1.18 4.08 -3.03
H3 0.21 4.30 -1.97
H4 1.41 2.39 -2.78
H5 0.17 2.02 -4.04
H6 0.70 0.75 -2.89
H7 -1.92 0.53 -2.38
H8 -2.28 1.97 -3.34
H9 -2.72 1.94 -1.62
H10 1.05 -3.63 -0.09
H11 0.04 -4.39 -1.35
H12 -0.69 -3.22 -0.21
H13 2.62 -3.06 -1.97
H14 2.11 -1.85 -3.21
H15 1.51 -3.53 -3.27
H16 -0.78 -2.91 -3.32
H17 -0.39 -1.18 -3.32
H18 -1.54 -1.85 -2.10
C10 0.79 2.71 0.04
H19 0.99 2.30 1.05
H20 1.75 2.85 -0.48
H21 0.35 3.70 0.18
C11 2.25 -0.90 -0.46
H22 2.27 -0.20 0.40
H23 2.72 -1.84 -0.13
H24 2.88 -0.47 -1.26
C12 1.63 -0.83 4.34
Si1 0.08 0.06 3.80
C13 -1.48 -0.85 4.31
C14 0.05 1.85 4.33
O2 0.07 0.08 2.11
H25 1.66 -0.89 5.43
H26 2.53 -0.30 3.99
H27 1.66 -1.85 3.94
H28 -1.32 -1.28 5.31
H29 -2.35 -0.17 4.42
H30 -1.69 -1.71 3.65
H31 0.95 2.38 3.97
H32 -0.83 2.37 3.93
H33 0.03 1.92 5.43



Record 5
DFT (wB97M-V/def2-TZVPD) results for a 3-piece molecular cluster, C14H33N2O6P overall at a distorted geometry.

Orbital gap = 0.32065 Eh
LUMO level = 0.37 eV
2S+1 = 1
SMILES string = C#C[C@H](O[C@@H](N)COC)[PH2]=N.COCCOC.COCCOC
Net charge = 0
ΔE to the lowest compared entry with this formula, charge and spin = 719.7 kJ/mol
Total energy = -1455.2376 Eh
F_max = 3.075 eV/A

Atoms and positions in Å:
C1 3.92 -1.81 5.88
C2 3.32 -1.83 4.81
C3 2.66 -1.70 3.37
O1 1.25 -1.80 3.57
C4 0.50 -0.79 2.88
N1 0.93 -0.57 1.47
C5 -1.02 -1.30 2.80
O2 -1.46 -1.95 3.99
C6 -1.47 -3.40 3.82
P1 3.22 -3.20 2.35
N2 2.98 -4.53 3.23
H1 4.43 -1.98 6.86
H2 3.02 -0.70 2.96
H3 0.48 0.16 3.51
H4 1.67 0.15 1.51
H5 0.16 -0.07 0.97
H6 -1.04 -2.09 1.97
H7 -1.73 -0.47 2.45
H8 -1.95 -3.82 4.76
H9 -0.41 -3.81 3.80
H10 -2.08 -3.72 2.92
H11 4.63 -3.07 2.06
H12 2.46 -3.33 1.13
H13 3.88 -5.01 3.37
C7 0.66 -0.05 -4.93
O3 1.37 -1.07 -4.24
C8 2.05 -0.56 -3.09
C9 1.30 -0.91 -1.81
O4 0.06 -0.22 -1.73
C10 -1.05 -1.05 -2.05
H14 0.02 -0.54 -5.67
H15 0.03 0.53 -4.26
H16 1.36 0.61 -5.45
H17 2.20 0.52 -3.16
H18 3.03 -1.04 -3.06
H19 1.90 -0.60 -0.95
H20 1.15 -2.00 -1.73
H21 -1.23 -1.76 -1.23
H22 -0.90 -1.59 -2.98
H23 -1.93 -0.41 -2.15
C11 -3.30 3.07 -3.33
O5 -3.20 2.59 -2.00
C12 -1.84 2.49 -1.56
C13 -1.47 3.64 -0.64
O6 -1.44 4.88 -1.35
C14 -2.60 5.67 -1.10
H24 -4.35 3.30 -3.52
H25 -2.71 3.98 -3.48
H26 -2.98 2.30 -4.03
H27 -1.16 2.44 -2.42
H28 -1.76 1.55 -1.01
H29 -0.46 3.47 -0.26
H30 -2.15 3.69 0.21
H31 -2.55 6.08 -0.08
H32 -3.52 5.10 -1.23
H33 -2.60 6.50 -1.81



Molar mass for the records above, in order: 276.23; 500.70; 598.67; 523.57; 356.40 g/mol